Entry 1:
Entry from the OMol25 dataset: a molecular structure, C34H38As2BrN7O4V (ωB97M-V/def2-TZVPD).

The largest force on an atom is 0.01482 hartree/bohr. The relative energy (zero: lowest compared OMol25 entry of this formula, charge and spin) is 1.4444 eV. As for the orbital gap (spin up / spin down): 5.843 / 7.315 eV. The HOMO energy (spin up / spin down) is -6.092 / -7.985 eV. The energy comes out at -9992.081154 Ha. Its expectation value of S² is 3.803.

Structure (ORCA input):
```
! RIJCOSX wB97M-V def2-TZVPD def2/J DEFGRID3
* xyz 0 4
V 0.26 -0.11 -0.51
O -0.74 -0.88 -5.71
C 0.27 -1.75 -5.44
C 0.68 -2.58 -6.48
C 1.70 -3.48 -6.28
C 2.33 -3.58 -5.05
C 1.92 -2.75 -4.01
C 0.89 -1.84 -4.19
C 0.48 -0.91 -3.06
O 1.13 -1.19 -1.87
N -1.01 -1.01 -2.90
N -1.31 -0.81 -1.56
C -2.46 -1.25 -1.08
C -2.70 -1.36 0.28
Br -1.02 -1.38 1.37
C -3.86 -1.45 1.01
C -5.17 -1.07 0.51
C -6.31 -1.48 1.20
C -7.58 -1.12 0.78
C -7.74 -0.34 -0.36
C -6.61 0.09 -1.06
C -5.35 -0.27 -0.63
H -0.95 -0.35 -4.92
H 0.18 -2.49 -7.44
H 2.01 -4.12 -7.10
H 3.14 -4.28 -4.90
H 2.38 -2.80 -3.04
H 0.68 0.12 -3.36
H -1.33 -1.94 -3.17
H -3.23 -1.58 -1.77
H -3.81 -1.83 2.02
H -6.20 -2.09 2.09
H -8.44 -1.45 1.33
H -8.73 -0.06 -0.70
H -6.72 0.70 -1.94
H -4.48 0.10 -1.17
C 3.32 -2.27 0.19
As 2.50 -0.60 0.75
C 3.94 0.64 0.41
C 2.50 -0.75 2.69
C 3.10 -1.83 3.34
C 3.05 -1.93 4.72
C 2.40 -0.96 5.47
C 1.80 0.11 4.83
C 1.84 0.23 3.44
As 1.01 1.74 2.49
C 2.13 3.16 3.24
C -0.58 2.01 3.60
H 2.68 -3.11 0.46
H 4.31 -2.39 0.63
H 3.39 -2.21 -0.89
H 4.80 0.38 1.03
H 3.61 1.66 0.63
H 4.21 0.57 -0.64
H 3.60 -2.61 2.78
H 3.52 -2.77 5.21
H 2.36 -1.04 6.55
H 1.29 0.86 5.42
H 2.12 3.13 4.33
H 1.76 4.13 2.90
H 3.15 3.03 2.88
H -0.33 2.19 4.64
H -1.23 1.14 3.51
H -1.11 2.89 3.21
O 0.93 1.60 -1.06
N 1.60 2.70 -1.00
C 1.47 3.50 -2.03
C 2.20 4.74 -2.00
N 2.78 5.73 -1.98
C 0.61 3.23 -3.14
N -0.08 3.01 -4.04
N -1.52 1.48 0.20
C -2.42 2.09 0.59
N -3.44 2.79 1.04
C -3.51 4.23 0.80
C -4.98 4.62 0.79
O -5.61 4.23 2.00
C -5.57 2.83 2.17
C -4.13 2.33 2.25
H -3.03 4.46 -0.15
H -2.99 4.77 1.60
H -5.49 4.16 -0.06
H -5.08 5.71 0.72
H -6.09 2.33 1.35
H -6.09 2.61 3.10
H -4.09 1.24 2.28
H -3.64 2.74 3.14
*
```

***

Entry 2:
Entry from the OMol25 dataset: a gas-phase ion, ClHNO2S (charge -1) in a non-equilibrium geometry (ωB97M-V/def2-TZVPD).

The largest force on an atom is 0.06616 hartree/bohr. The relative energy (zero: lowest compared OMol25 entry of this formula, charge and spin) is 2.4346 eV. As for the orbital gap: 8.313 eV. The HOMO energy is -4.196 eV. The energy comes out at -1064.186725 Ha.

Structure (ORCA input):
```
! RIJCOSX wB97M-V def2-TZVPD def2/J DEFGRID3
* xyz -1 1
N -0.31 -0.43 0.47
O -2.79 -1.45 0.51
O -0.22 -1.63 -0.25
S -1.73 -0.85 -0.32
Cl -2.31 1.39 -0.09
H 0.19 0.28 -0.02
*
```

***

Entry 3:
Entry from the OMol25 dataset: a molecular structure, C6H4O (ωB97M-V/def2-TZVPD).

The largest force on an atom is 0.01188 hartree/bohr. The relative energy (zero: lowest compared OMol25 entry of this formula, charge and spin) is 2.8572 eV. As for the orbital gap: 9.897 eV. The HOMO energy is -9.370 eV. The energy comes out at -306.106530 Ha.

Structure (ORCA input):
```
! RIJCOSX wB97M-V def2-TZVPD def2/J DEFGRID3
* xyz 0 1
C -2.84 -1.16 -0.91
C -1.84 -0.50 -0.52
C -0.64 0.09 -0.03
C 0.09 -0.12 1.10
C 1.39 0.39 0.83
C 1.35 0.88 -0.44
O 0.12 0.73 -0.97
H -1.71 -1.37 -1.44
H -0.27 -0.61 1.99
H 2.26 0.33 1.47
H 2.08 1.33 -1.09
*
```

***

Entry 4:
Entry from the OMol25 dataset: a molecular structure, C28H83O14Pt in a non-equilibrium geometry (ωB97M-V/def2-TZVPD).

The largest force on an atom is 0.05024 hartree/bohr. As for the orbital gap (spin up / spin down): 3.898 / 3.819 eV. The HOMO energy (spin up / spin down) is -11.254 / -11.254 eV. The energy comes out at -2288.505506 Ha. Its expectation value of S² is 2.030.

Structure (ORCA input):
```
! RIJCOSX wB97M-V def2-TZVPD def2/J DEFGRID3
* xyz 1 3
Pt 3.00 -1.32 5.35
C 0.03 0.56 -0.94
C -0.40 -0.30 0.25
O 0.32 -0.10 1.44
H -0.59 0.30 -1.79
H 1.07 0.37 -1.21
H -0.16 1.62 -0.75
H -0.30 -1.36 0.00
H -1.46 -0.24 0.47
C 6.51 1.81 0.93
C 5.98 2.12 2.33
O 6.15 0.97 3.16
H 7.49 1.34 0.94
H 6.55 2.69 0.29
H 5.88 1.08 0.43
H 4.93 2.44 2.37
H 6.60 2.92 2.73
H 7.10 0.81 3.21
C -2.59 -7.31 -2.19
C -1.11 -7.39 -2.62
O -1.01 -8.66 -3.29
H -2.85 -6.26 -2.03
H -2.77 -7.87 -1.27
H -3.21 -7.60 -3.03
H -0.45 -7.34 -1.76
H -0.87 -6.59 -3.33
H -0.67 -8.43 -4.16
C -3.96 -2.25 -7.56
C -5.48 -2.29 -7.88
O -5.71 -2.84 -9.14
H -3.53 -3.23 -7.77
H -3.84 -2.07 -6.50
H -3.39 -1.57 -8.19
H -5.90 -1.28 -7.87
H -6.06 -2.84 -7.14
H -6.62 -2.69 -9.39
C 6.46 -5.36 1.10
C 5.03 -4.97 1.51
O 5.04 -4.73 2.95
H 6.42 -5.83 0.12
H 6.89 -6.00 1.86
H 7.04 -4.43 1.09
H 4.37 -5.81 1.29
H 4.66 -4.10 0.97
H 5.02 -5.61 3.33
C 3.62 4.28 8.62
C 2.60 3.20 9.03
O 2.29 2.53 7.77
H 4.60 3.87 8.39
H 3.98 4.81 9.51
H 3.29 4.97 7.85
H 1.74 3.65 9.52
H 2.94 2.50 9.79
H 1.76 3.15 7.26
C -1.42 -5.57 4.81
C -0.73 -5.34 6.13
O -0.40 -3.95 6.28
H -1.78 -6.60 4.82
H -0.65 -5.51 4.03
H -2.22 -4.84 4.76
H 0.15 -5.98 6.11
H -1.43 -5.55 6.94
H -1.22 -3.66 6.68
C 2.47 2.05 -6.73
C 3.67 2.81 -6.15
O 4.75 1.97 -6.11
H 2.60 1.73 -7.76
H 1.55 2.63 -6.67
H 2.26 1.16 -6.14
H 3.41 3.15 -5.15
H 3.91 3.73 -6.68
H 5.30 2.10 -6.88
C 5.31 -4.36 -6.85
C 4.49 -4.13 -5.56
O 5.09 -3.10 -4.86
H 6.26 -4.80 -6.52
H 5.50 -3.45 -7.41
H 4.88 -5.12 -7.51
H 4.36 -5.00 -4.92
H 3.55 -3.68 -5.86
H 5.00 -2.27 -5.33
C -4.48 4.18 -5.50
C -3.71 4.98 -4.46
O -3.42 6.30 -4.87
H -4.65 3.12 -5.31
H -3.80 4.11 -6.34
H -5.43 4.68 -5.71
H -2.69 4.64 -4.33
H -4.19 4.96 -3.48
H -2.66 6.29 -5.44
C -7.65 -1.63 0.55
C -7.41 -1.85 -0.96
O -8.18 -2.93 -1.45
H -7.28 -2.46 1.16
H -8.72 -1.57 0.78
H -7.12 -0.75 0.91
H -6.34 -1.94 -1.11
H -7.78 -0.95 -1.45
H -9.10 -2.68 -1.49
C 3.44 7.76 0.03
C 3.39 8.77 1.16
O 4.37 9.76 1.07
H 2.63 7.04 0.16
H 4.35 7.18 -0.03
H 3.25 8.18 -0.96
H 3.55 8.21 2.09
H 2.41 9.21 1.28
H 3.90 10.57 0.87
C -3.51 5.46 2.84
C -2.09 5.98 2.68
O -1.23 4.99 3.25
H -3.64 4.45 2.44
H -4.23 6.10 2.33
H -3.90 5.43 3.86
H -1.95 6.97 3.10
H -1.91 6.11 1.61
H -1.25 4.17 2.77
C -4.71 0.33 6.52
C -5.20 -0.90 7.32
O -4.19 -1.34 8.22
H -4.24 1.02 7.22
H -5.49 0.81 5.94
H -4.00 -0.05 5.78
H -5.44 -1.75 6.69
H -6.10 -0.78 7.92
H -4.64 -1.89 8.86
*
```

***

Entry 5:
Entry from the OMol25 dataset: 2 unconnected molecules or ions with the total composition CH6N2S in a non-equilibrium geometry (ωB97M-V/def2-TZVPD).

The largest force on an atom is 0.02961 hartree/bohr. The relative energy (zero: lowest compared OMol25 entry of this formula, charge and spin) is 1.3882 eV. As for the orbital gap (spin up / spin down): 2.110 / 8.479 eV. The HOMO energy (spin up / spin down) is 0.986 / -5.252 eV. The energy comes out at -549.313515 Ha. Its expectation value of S² is 0.751.

Structure (ORCA input):
```
! RIJCOSX wB97M-V def2-TZVPD def2/J DEFGRID3
* xyz -1 2
S 1.23 -4.48 -2.23
H 0.70 -4.01 -0.91
N -1.81 3.90 1.92
C -0.79 2.99 1.82
N 0.25 3.09 1.09
H -2.24 4.52 1.27
H -2.37 3.76 2.75
H -1.07 2.13 2.48
H 0.50 2.10 0.98
H 0.17 -3.79 -2.67
*
```

***

Entry 6:
Entry from the OMol25 dataset: a gas-phase ion, C8H9BrN3O (charge +1) in a non-equilibrium geometry (ωB97M-V/def2-TZVPD).

The largest force on an atom is 0.07416 hartree/bohr. The SMILES is C[N@@+]12CC=N[C@H]3OC=C(N=C1Br)[C@H]32. The relative energy (zero: lowest compared OMol25 entry of this formula, charge and spin) is 0.3983 eV. As for the orbital gap: 8.933 eV. The HOMO energy is -12.783 eV. The energy comes out at -3123.377682 Ha.

Structure (ORCA input):
```
! RIJCOSX wB97M-V def2-TZVPD def2/J DEFGRID3
* xyz 1 1
C 1.22 -1.79 0.33
N 0.30 -0.77 -0.18
C 1.06 0.25 -1.05
C 1.37 1.57 -0.33
N 0.86 2.00 0.75
C -0.24 1.27 1.45
O -1.60 1.94 1.28
C -2.25 1.38 0.25
C -1.78 0.16 0.02
N -1.95 -0.66 -1.10
C -0.88 -1.32 -1.17
Br -0.40 -2.55 -2.43
C -0.53 -0.08 0.83
H 1.70 -1.50 1.19
H 0.62 -2.67 0.76
H 1.77 -2.10 -0.60
H 1.88 -0.19 -1.57
H 0.48 0.61 -1.80
H 2.29 2.06 -0.72
H 0.11 1.41 2.53
H -3.23 1.80 -0.07
H -0.81 -0.85 1.62
*
```

***

Entry 7:
Entry from the OMol25 dataset: a gas-phase ion, C7H16N (charge +1) in a non-equilibrium geometry (ωB97M-V/def2-TZVPD).

The largest force on an atom is 0.09458 hartree/bohr. The SMILES is C/C=C(/C)C[C@@H](C)[NH3+]. The relative energy (zero: lowest compared OMol25 entry of this formula, charge and spin) is 2.2537 eV. As for the orbital gap: 8.949 eV. The HOMO energy is -12.573 eV. The energy comes out at -330.745790 Ha.

Structure (ORCA input):
```
! RIJCOSX wB97M-V def2-TZVPD def2/J DEFGRID3
* xyz 1 1
C 2.23 -0.88 -1.03
C 2.03 0.30 -0.26
C 0.92 0.92 0.00
C 1.04 2.13 0.92
C -0.48 0.69 -0.50
C -1.11 -0.52 0.29
C -2.30 -0.22 1.18
N -1.35 -1.69 -0.67
H 1.82 -0.77 -2.13
H 1.82 -1.80 -0.62
H 3.32 -0.91 -1.23
H 3.04 0.52 0.20
H 0.88 3.01 0.21
H 0.29 2.32 1.80
H 1.98 2.34 1.36
H -0.36 0.34 -1.59
H -1.13 1.49 -0.33
H -0.20 -0.92 0.91
H -3.14 0.19 0.54
H -2.08 0.63 1.91
H -2.72 -1.06 1.76
H -2.42 -1.90 -0.59
H -1.10 -1.53 -1.62
H -0.97 -2.67 -0.52
*
```

***

Entry 8:
Entry from the OMol25 dataset: C5H6O2 in the gas phase (ωB97M-V/def2-TZVPD).

The largest force on an atom is 0.01944 hartree/bohr. The relative energy (zero: lowest compared OMol25 entry of this formula, charge and spin) is 5.2588 eV. As for the orbital gap: 8.322 eV. The HOMO energy is -8.553 eV. The energy comes out at -344.408655 Ha.

Structure (ORCA input):
```
! RIJCOSX wB97M-V def2-TZVPD def2/J DEFGRID3
* xyz 0 1
C 1.39 0.75 -0.30
C 0.09 0.62 0.30
O -0.61 2.07 -0.36
C -0.79 -0.47 -0.27
O -1.46 -0.32 -1.28
C -0.69 -1.73 0.44
C -0.60 -2.76 1.08
H 2.23 0.97 0.36
H 0.52 1.95 -0.72
H 1.62 0.11 -1.15
H -0.02 0.79 1.37
H -1.16 1.71 -1.09
H -0.52 -3.68 1.62
*
```